21
Properties=species:S:1:pos:R:3:forces:R:3:lowdin_charge:R:1 method="wB97M-V/def2-TZVPD" lumo_energy_ev="-9.41 / -13.69" total_charge=+2 e_homo_ev="-20.553 / -20.484" spin_multiplicity=2 homo_lumo_gap_ha="0.4097 / 0.2498" total_energy_ha=-328.1124 relative_energy_ev=2.043 s2=0.753
C 2.173801 -0.163997 -0.012892 0.6 1.3 0.2 -0.136
H -2.536366 0.441329 -1.617870 -0.2 0.1 0.2 0.100
O 1.520087 -0.156328 1.285531 0.1 -0.4 -1.6 -0.027
H -1.688026 -1.143103 1.408465 -0.9 -0.5 0.4 0.156
H 1.305570 1.514939 -1.809018 -0.2 -0.5 -0.3 0.148
C -2.349412 -0.112872 -0.699994 -0.1 -0.3 0.4 -0.071
H -0.781056 1.231904 -0.066335 0.0 0.1 0.6 0.103
H -0.154203 0.659045 -2.502443 -0.2 -0.6 -0.2 0.125
N -1.146952 -0.302036 1.448143 0.3 1.3 -1.7 0.202
H -3.289548 -0.465355 -0.260523 0.0 0.0 -0.5 0.109
H -2.322860 1.397048 0.905332 0.7 -0.3 -0.7 0.156
H -0.164715 -0.570473 1.254481 -0.1 0.4 0.5 0.093
H 2.969051 -0.937530 -0.005925 -0.3 0.2 -0.4 0.177
H -1.735737 -0.985101 -0.953097 -0.2 0.0 -0.1 0.078
C -1.642110 0.700841 0.361979 -0.5 -0.4 0.6 -0.150
H -1.200590 0.175432 2.332086 0.0 -0.2 0.8 0.168
H 1.960162 -0.855510 1.759532 0.3 -0.4 1.0 0.125
H 2.669818 0.835880 -0.114974 -0.4 -0.8 -0.2 0.163
C 1.124268 -0.421365 -1.073459 1.5 -2.8 3.2 0.057
C 0.720662 0.577691 -1.874224 -0.2 3.5 -1.7 0.263
H 0.673216 -1.415410 -0.959419 -0.2 0.4 -0.6 0.159

***

22
Properties=species:S:1:pos:R:3:forces:R:3:lowdin_charge:R:1 method="wB97M-V/def2-TZVPD" lumo_energy_ev="0.87 / -2.57" e_homo_ev="-9.896 / -9.845" spin_multiplicity=2 homo_lumo_gap_ha="0.3956 / 0.2673" total_energy_ha=-404.0245 relative_energy_ev=0.860 s2=0.754
H -1.391222 2.734609 -0.425213 -0.1 0.2 0.1 0.144
H 2.018215 -1.157390 -1.957705 0.2 -0.1 0.0 0.073
H -0.608602 0.015188 -0.594554 0.0 -0.2 0.0 0.074
H -2.903907 0.694508 0.015473 -1.4 -0.1 0.0 -0.030
H 1.016097 -1.247757 2.089541 -0.2 0.0 0.1 0.072
H 2.414601 -2.333139 -0.693372 -0.1 -0.3 -0.2 0.080
H 2.215409 -0.138387 0.475968 0.3 -0.1 -0.3 0.129
H -0.723174 2.890695 1.275339 -0.7 0.5 -0.3 0.156
C -0.952415 2.207529 0.431723 1.3 0.2 0.0 -0.310
C 1.642718 -1.658756 -1.061649 1.0 0.8 -0.1 -0.089
O -3.282584 0.030205 -0.605581 1.1 0.2 0.0 -0.062
H -2.407167 -0.332941 -0.812923 -0.6 -0.7 -0.6 0.011
H 0.634708 0.653516 -1.636101 0.2 -0.3 0.0 0.115
H 0.748187 -2.194589 -1.373042 -0.1 -0.1 0.3 0.084
H 0.833019 1.640187 1.018059 0.4 -0.3 -0.2 0.096
C 0.505982 -1.343225 1.123734 1.2 0.3 1.2 -0.067
N 0.404808 1.730175 0.101304 -1.2 -0.6 0.8 -0.027
O -1.865990 1.341840 0.942166 0.8 0.3 0.5 0.009
H -0.481446 -0.909687 1.259365 -0.1 -0.1 -0.1 0.061
C 0.401294 0.417646 -0.593844 0.6 1.2 -0.4 -0.219
C 1.352217 -0.619975 0.027215 -2.6 -0.8 -0.5 -0.373
H 0.429253 -2.420250 0.994097 -0.1 0.0 -0.4 0.072

***

22
Properties=species:S:1:pos:R:3:forces:R:3:lowdin_charge:R:1 method="wB97M-V/def2-TZVPD" lumo_energy_ev="0.90 / 0.50" e_homo_ev="-3.348 / -9.412" spin_multiplicity=2 homo_lumo_gap_ha="0.1561 / 0.3644" total_energy_ha=-403.9758 relative_energy_ev=2.185 s2=0.752
H -0.341515 3.012809 -1.742720 0.3 0.6 0.1 0.075
H 1.018185 1.568371 -3.049578 0.1 0.1 0.0 0.114
H 1.800266 -0.070748 -1.152738 -0.5 -0.2 -0.2 0.104
H 0.842835 1.762304 0.872865 0.2 -0.4 0.8 0.115
H 2.200793 1.495131 -0.832364 -0.4 0.6 -0.2 0.105
C 1.574305 -0.500708 2.247406 0.6 -0.3 1.2 0.012
C 0.446809 1.241776 -2.182676 -1.4 -0.4 0.8 -0.250
H -3.526696 -1.542574 0.067927 0.3 0.1 -0.4 0.040
O -0.646888 2.120792 -1.861031 0.2 -0.1 -0.3 -0.090
H -0.954852 -1.541184 1.679837 -0.2 -0.3 0.6 0.052
H -0.728113 -1.373223 0.070263 0.2 0.0 -0.1 0.105
C 1.297047 0.889940 -0.974805 1.3 -0.8 0.5 -0.184
O -2.773330 -2.084302 0.354559 -0.8 0.3 -0.5 -0.140
C 0.556723 0.822791 0.397669 -0.7 1.3 -1.2 -0.185
H 2.173315 0.314359 2.632217 -0.2 0.4 -0.5 0.050
H -0.496784 1.048232 0.189451 -0.2 -0.5 0.1 0.104
H 0.269645 -2.403862 0.899746 -0.1 0.1 0.1 0.132
C 0.739213 -0.390940 1.213824 0.7 -0.1 -0.7 -0.431
H 1.813187 -1.393857 2.814931 -0.5 -0.3 -0.4 0.035
H -3.138064 -2.406395 1.180863 0.3 -0.4 0.7 0.010
N -0.179047 -1.491592 0.925236 0.0 0.4 -0.1 0.116
H -0.143722 0.355121 -2.434949 0.5 -0.2 -0.3 0.111